# 1
{"formula": "C24H40N2O16P", "method": "the ωB97M-V functional and the def2-TZVPD basis", "elements": ["C", "C", "C", "O", "C", "N", "C", "C", "N", "C", "C", "P", "O", "O", "C", "C", "O", "C", "C", "H", "H", "H", "H", "H", "H", "H", "H", "H", "H", "H", "H", "H", "H", "H", "H", "H", "H", "H", "H", "H", "H", "H", "H", "C", "C", "O", "C", "O", "O", "H", "H", "H", "H", "C", "C", "O", "C", "O", "O", "H", "H", "H", "H", "C", "C", "O", "C", "O", "O", "H", "H", "H", "H", "C", "C", "O", "C", "O", "O", "H", "H", "H", "H"], "xyz": [[4.931, -2.124, -1.141], [5.256, -0.623, -0.984], [5.080, 0.070, -2.325], [4.190, 1.270, -2.225], [3.623, 1.554, -3.372], [4.247, 1.598, -4.545], [3.344, 1.892, -5.562], [2.178, 2.050, -4.927], [2.338, 1.847, -3.568], [1.328, 1.911, -2.490], [-0.093, 2.134, -2.990], [-1.128, 0.659, -2.773], [-0.391, -0.444, -2.139], [-1.654, 0.292, -4.228], [-1.564, -1.114, -4.578], [-0.166, -1.488, -5.083], [-2.331, 1.143, -1.888], [-3.458, 0.209, -1.801], [-3.237, -0.779, -0.647], [5.239, -2.452, -2.132], [3.857, -2.260, -1.049], [5.509, -2.710, -0.438], [6.299, -0.588, -0.682], [4.686, -0.169, -0.180], [6.037, 0.427, -2.694], [4.589, -0.617, -3.005], [5.216, 1.415, -4.741], [3.576, 1.960, -6.602], [1.246, 2.299, -5.388], [1.604, 2.749, -1.856], [1.431, 1.027, -1.869], [-0.171, 2.447, -4.021], [-0.535, 2.930, -2.399], [-2.258, -1.252, -5.401], [-1.902, -1.767, -3.784], [-0.162, -1.617, -6.159], [0.532, -0.719, -4.774], [0.120, -2.430, -4.625], [-4.330, 0.824, -1.621], [-3.627, -0.299, -2.745], [-4.186, -0.927, -0.150], [-2.487, -0.357, 0.011], [-2.844, -1.692, -1.078], [-6.046, -4.186, 3.116], [-4.985, -3.107, 3.059], [-4.820, -2.917, 1.650], [-5.960, -3.323, 1.037], [-6.204, -3.138, -0.111], [-6.776, -3.961, 1.906], [-6.696, -4.098, 3.982], [-5.623, -5.192, 3.090], [-5.317, -2.168, 3.506], [-4.048, -3.406, 3.521], [-0.040, 1.495, 0.887], [1.282, 1.446, 1.618], [0.892, 1.716, 2.971], [-0.409, 1.372, 3.105], [-0.991, 1.313, 4.139], [-0.967, 1.101, 1.899], [-0.084, 0.814, 0.038], [-0.294, 2.505, 0.551], [1.749, 0.464, 1.576], [1.994, 2.190, 1.264], [-2.912, 3.433, 5.757], [-2.609, 4.882, 5.448], [-3.795, 5.306, 4.772], [-4.812, 4.490, 5.156], [-5.956, 4.679, 4.902], [-4.342, 3.435, 5.863], [-2.457, 3.093, 6.683], [-2.619, 2.762, 4.952], [-2.480, 5.486, 6.348], [-1.735, 5.005, 4.813], [4.610, -2.947, 3.088], [3.288, -3.651, 2.887], [2.412, -2.563, 2.570], [3.156, -1.555, 2.078], [2.713, -0.575, 1.562], [4.480, -1.796, 2.238], [5.463, -3.551, 2.791], [4.755, -2.609, 4.115], [3.304, -4.346, 2.046], [2.946, -4.177, 3.773]], "atomic_forces_ev_per_a": [[-0.001, 0.733, -0.133], [0.418, -0.705, -0.010], [-0.190, 0.491, 0.698], [-0.241, -0.531, -0.051], [0.414, 0.045, 0.310], [0.405, -0.091, -1.317], [-0.028, -0.081, 1.084], [-0.906, 0.325, -0.560], [0.160, -0.239, -0.082], [0.299, 0.592, 0.164], [-0.430, -0.150, 0.338], [0.317, -0.402, 0.546], [0.565, -0.282, -0.054], [-0.062, -0.103, 0.258], [0.043, -0.289, -1.207], [-0.560, -0.146, 0.492], [-0.406, 0.311, -0.945], [-0.246, -0.058, 0.954], [0.040, 0.538, -1.130], [-0.004, -0.162, -0.112], [-0.077, -0.387, 0.108], [-0.274, -0.161, 0.302], [0.164, 0.429, -0.001], [-0.233, 0.136, -0.084], [0.038, -0.022, -0.275], [0.018, 0.047, -0.359], [0.174, -0.062, 0.440], [0.254, -0.005, -0.154], [-0.262, 0.025, 0.135], [0.149, 0.164, -0.026], [-0.122, -0.328, -0.195], [0.059, 0.126, -0.151], [-0.129, 0.108, 0.042], [-0.273, 0.220, 0.023], [0.097, 0.199, 0.431], [0.126, 0.158, -0.161], [0.294, 0.005, -0.056], [0.258, -0.068, 0.018], [-0.002, 0.281, 0.036], [0.202, 0.065, -0.223], [0.019, -0.343, 0.248], [-0.070, -0.008, 0.381], [-0.037, -0.352, 0.350], [0.003, -0.081, 0.198], [0.064, 0.043, 0.211], [-0.081, -0.082, 0.101], [-0.065, 0.012, -0.143], [0.034, 0.028, -0.004], [0.157, 0.060, 0.021], [-0.158, 0.041, -0.127], [0.024, 0.014, -0.044], [-0.042, -0.005, -0.030], [0.090, 0.012, -0.184], [0.143, 0.283, -0.338], [-0.495, 0.542, -0.449], [-0.425, 0.082, 0.217], [0.291, 0.061, -0.115], [-0.093, -0.018, 0.159], [0.044, 0.027, 0.097], [-0.154, -0.155, 0.150], [-0.140, 0.025, 0.032], [-1.394, 1.603, 0.083], [-0.021, 0.248, 0.199], [0.179, -0.142, 0.013], [0.178, 0.042, 0.084], [-0.004, -0.133, 0.066], [-0.088, -0.015, -0.001], [-0.007, 0.008, -0.024], [0.068, 0.206, -0.052], [-0.185, -0.038, 0.074], [-0.002, 0.001, -0.008], [-0.046, -0.008, 0.011], [-0.119, 0.063, -0.144], [0.236, -0.193, 0.202], [0.118, -0.305, 0.093], [0.093, 0.378, -0.189], [0.450, -0.887, 0.440], [2.035, -2.205, -0.443], [-0.463, 0.050, -0.032], [0.038, 0.153, -0.156], [-0.047, 0.047, -0.020], [-0.009, 0.064, -0.032], [-0.170, 0.152, 0.011]], "total_charge": 1, "lumo_ev": -2.455, "e_homo_ev": -11.8, "e_tot_ha": -2593.0723, "gap_ev": 9.38}

***

# 2
{"formula": "C24H40NO14", "method": "the ωB97M-V functional and the def2-TZVPD basis", "elements": ["C", "C", "C", "C", "C", "C", "O", "N", "C", "C", "O", "H", "H", "H", "H", "H", "H", "H", "H", "H", "H", "H", "H", "H", "H", "H", "H", "C", "C", "C", "O", "C", "O", "O", "H", "H", "H", "H", "H", "H", "C", "C", "C", "O", "C", "O", "O", "H", "H", "H", "H", "H", "H", "C", "C", "C", "O", "C", "O", "O", "H", "H", "H", "H", "H", "H", "C", "C", "C", "O", "C", "O", "O", "H", "H", "H", "H", "H", "H"], "xyz": [[0.319, 0.214, 3.583], [-0.686, 0.536, 2.452], [-2.005, -0.251, 2.640], [-0.932, 2.044, 2.313], [-1.574, 2.670, 3.579], [0.352, 2.822, 1.884], [1.452, 2.029, 1.559], [2.567, 2.409, 2.499], [3.549, 1.388, 2.317], [3.971, 0.712, 3.610], [4.875, -0.103, 3.709], [0.948, 1.074, 3.824], [1.000, -0.582, 3.253], [-0.192, -0.173, 4.470], [-0.276, 0.170, 1.504], [-2.700, 0.245, 3.319], [-1.794, -1.254, 3.025], [-2.514, -0.334, 1.677], [-1.662, 2.172, 1.501], [-1.850, 1.923, 4.325], [-0.891, 3.373, 4.062], [-2.487, 3.219, 3.326], [0.652, 3.530, 2.665], [0.095, 3.432, 0.998], [3.150, 0.578, 1.679], [4.491, 1.731, 1.833], [3.372, 1.011, 4.493], [7.154, -1.462, 2.048], [7.390, -1.256, 0.579], [7.741, -2.479, -0.231], [8.509, -1.922, -1.313], [9.070, -0.771, -0.863], [9.910, -0.165, -1.451], [8.555, -0.426, 0.331], [6.238, -2.027, 2.211], [7.989, -1.990, 2.517], [7.042, -0.502, 2.542], [6.527, -0.741, 0.150], [6.874, -3.008, -0.616], [8.379, -3.170, 0.325], [-3.008, 2.470, -2.001], [-4.008, 1.457, -1.507], [-5.457, 1.893, -1.520], [-6.019, 1.120, -0.451], [-5.017, 0.851, 0.431], [-5.168, 0.393, 1.512], [-3.823, 1.190, -0.106], [-3.124, 2.619, -3.075], [-3.142, 3.425, -1.491], [-1.993, 2.129, -1.802], [-3.890, 0.509, -2.041], [-5.970, 1.669, -2.454], [-5.570, 2.953, -1.282], [3.764, -0.996, -1.680], [3.387, -2.216, -0.881], [2.085, -2.117, -0.116], [2.320, -2.992, 0.996], [3.651, -3.017, 1.225], [4.175, -3.516, 2.164], [4.313, -2.422, 0.199], [3.086, -0.875, -2.526], [3.717, -0.100, -1.058], [4.781, -1.087, -2.062], [3.404, -3.114, -1.508], [1.216, -2.454, -0.676], [1.913, -1.109, 0.266], [-8.427, -0.431, -3.301], [-7.970, -0.560, -4.728], [-7.575, -1.951, -5.177], [-6.600, -1.676, -6.192], [-6.038, -0.474, -5.915], [-5.079, -0.034, -6.452], [-6.733, 0.152, -4.933], [-9.391, -0.917, -3.157], [-7.701, -0.878, -2.620], [-8.526, 0.620, -3.031], [-8.709, -0.134, -5.413], [-8.395, -2.529, -5.594], [-7.093, -2.517, -4.376]], "atomic_forces_ev_per_a": [[-0.017, -0.222, -0.384], [-0.189, -0.375, 0.447], [0.345, 0.261, -0.288], [-0.115, 0.092, -0.073], [-0.006, 0.048, -0.129], [0.012, 0.149, -0.329], [-0.110, -0.147, -0.010], [0.213, 0.042, 0.264], [-0.425, 0.274, -0.034], [0.496, -0.566, -0.131], [-0.508, 0.561, 0.026], [-0.027, -0.027, 0.041], [-0.076, 0.066, 0.080], [0.006, 0.223, 0.052], [0.206, 0.253, 0.098], [0.051, -0.068, 0.099], [-0.073, 0.058, -0.083], [-0.091, -0.095, 0.103], [0.050, -0.147, 0.074], [0.025, -0.030, -0.023], [-0.023, -0.074, -0.022], [0.090, -0.029, 0.079], [0.030, -0.161, 0.002], [-0.026, 0.002, 0.069], [0.117, -0.033, 0.016], [0.099, -0.195, -0.067], [-0.018, 0.018, -0.006], [0.406, 0.031, 0.110], [-0.246, 0.023, 0.274], [-0.031, -0.056, -0.080], [-0.027, -0.071, 0.047], [-0.041, -0.020, 0.121], [0.079, 0.053, -0.074], [-0.014, -0.039, -0.146], [-0.022, 0.026, -0.014], [0.011, -0.048, -0.112], [-0.151, 0.018, 0.034], [0.052, 0.003, -0.092], [0.021, 0.060, -0.094], [-0.018, 0.009, 0.054], [0.067, 0.070, 0.178], [0.101, 0.121, -0.062], [-0.118, -0.036, -0.136], [-0.024, 0.034, -0.058], [0.224, 0.119, -0.068], [-0.234, -0.083, 0.097], [-0.049, -0.097, -0.019], [-0.018, -0.017, -0.011], [-0.030, -0.004, -0.001], [-0.004, -0.040, -0.037], [-0.023, -0.010, 0.001], [-0.049, -0.086, 0.055], [0.069, 0.019, -0.016], [0.149, 0.100, 0.149], [-0.033, 0.276, -0.109], [-0.148, 0.029, -0.001], [0.001, 0.052, 0.014], [-0.080, -0.031, -0.180], [0.098, -0.087, 0.140], [0.125, -0.132, 0.018], [-0.016, -0.007, -0.001], [-0.055, -0.009, 0.016], [-0.025, -0.056, -0.063], [0.000, -0.026, 0.036], [0.001, -0.106, 0.082], [-0.009, 0.108, -0.009], [0.215, 0.095, 0.146], [-0.084, -0.007, 0.147], [0.004, -0.057, -0.056], [-0.034, -0.049, 0.049], [-0.073, -0.016, 0.061], [0.106, 0.045, -0.053], [-0.035, 0.023, -0.050], [-0.011, -0.014, -0.041], [-0.010, -0.027, -0.007], [-0.085, -0.003, -0.019], [0.017, -0.001, -0.025], [0.050, 0.019, -0.115], [-0.035, 0.023, 0.047]], "total_charge": -1, "lumo_ev": 1.568, "e_homo_ev": -2.0, "e_tot_ha": -2046.6003, "gap_ev": 3.58}

***

# 3
{"formula": "C24H41AsB2EuF4N8O4S3", "method": "the ωB97M-V functional and the def2-TZVPD basis", "elements": ["Eu", "C", "C", "N", "O", "B", "F", "F", "O", "N", "C", "C", "C", "N", "O", "B", "F", "F", "O", "N", "C", "C", "C", "H", "H", "H", "H", "H", "H", "H", "H", "H", "H", "H", "H", "S", "C", "S", "C", "N", "N", "C", "C", "C", "C", "C", "C", "S", "H", "H", "H", "H", "H", "N", "C", "C", "N", "H", "H", "H", "H", "H", "H", "H", "H", "H", "C", "C", "As", "C", "C", "C", "C", "H", "H", "H", "H", "H", "H", "H", "H", "H", "H", "H", "H", "H", "H", "H"], "xyz": [[-1.076, 0.774, 0.651], [-3.724, 4.698, 1.691], [-2.661, 3.633, 1.396], [-2.997, 2.422, 1.042], [-4.397, 2.193, 0.921], [-4.781, 0.899, 1.133], [-2.831, 0.295, -0.840], [-6.051, 0.578, 0.759], [-4.171, 0.006, 1.995], [-2.793, 0.140, 2.296], [-2.362, -0.160, 3.482], [-3.188, -0.966, 4.444], [-0.982, 0.147, 3.857], [-0.284, 0.855, 3.053], [0.950, 1.221, 3.515], [1.235, 2.702, 3.460], [2.661, 2.811, 3.553], [0.635, 3.400, 4.512], [0.850, 3.280, 2.123], [-0.397, 2.946, 1.583], [-1.293, 3.872, 1.741], [-0.926, 5.209, 2.333], [-0.415, -0.373, 5.199], [-4.657, 4.252, 1.311], [-3.799, 4.930, 2.761], [-3.473, 5.648, 1.126], [-4.144, -1.145, 3.927], [-2.726, -1.921, 4.757], [-3.387, -0.354, 5.326], [0.166, 5.281, 2.258], [-1.452, 6.020, 1.824], [-1.172, 5.240, 3.388], [0.083, -1.320, 5.038], [0.367, 0.370, 5.501], [-1.185, -0.497, 5.930], [1.558, -7.341, 1.966], [1.073, -6.023, 1.071], [0.248, -4.818, 2.038], [0.351, -3.665, 0.767], [0.871, -4.133, -0.363], [1.224, -5.515, -0.193], [1.766, -6.104, -1.340], [1.916, -7.492, -1.445], [2.446, -8.038, -2.617], [2.895, -7.193, -3.627], [2.773, -5.800, -3.516], [2.159, -5.248, -2.410], [0.023, -2.047, 1.233], [1.607, -8.099, -0.599], [2.494, -9.130, -2.749], [3.288, -7.642, -4.548], [3.280, -5.128, -4.241], [1.985, -4.176, -2.324], [4.332, 2.535, 1.455], [4.236, 1.429, 0.409], [2.815, 1.283, -0.160], [1.880, 0.488, 0.632], [5.261, 2.602, 1.893], [3.628, 2.458, 2.238], [4.191, 3.448, 0.971], [4.495, 0.493, 0.907], [4.974, 1.616, -0.378], [2.814, 0.833, -1.152], [2.359, 2.274, -0.270], [1.900, 0.705, 1.617], [1.949, -0.521, 0.437], [2.037, 0.395, -4.288], [0.967, 1.485, -4.109], [-0.448, 0.945, -2.729], [-1.674, 2.532, -2.837], [-1.663, 3.382, -4.139], [-1.488, -0.327, -3.848], [-1.565, -1.705, -3.233], [2.835, 0.740, -4.937], [1.606, -0.505, -4.724], [2.440, 0.058, -3.337], [0.431, 1.690, -5.050], [1.380, 2.414, -3.705], [-1.407, 3.161, -1.968], [-2.668, 2.136, -2.586], [-0.726, 3.974, -4.142], [-2.506, 4.112, -4.165], [-1.730, 2.778, -5.056], [-1.013, -0.361, -4.843], [-2.449, 0.159, -3.883], [-0.578, -2.101, -2.988], [-2.030, -2.454, -3.861], [-2.166, -1.646, -2.321]], "atomic_forces_ev_per_a": [[-1.100, -0.980, -2.358], [0.469, -0.037, -1.354], [-3.674, -1.104, -0.101], [-0.031, 1.361, 0.364], [1.950, 0.719, -0.469], [-1.823, -0.723, -0.137], [1.576, 0.435, 1.727], [2.098, 0.433, 0.533], [1.475, -0.958, 0.663], [0.164, 0.877, 0.361], [-2.032, -1.874, -0.895], [-0.880, 0.528, -0.414], [1.602, -0.636, 1.385], [-0.448, 0.086, 0.348], [0.352, 0.117, -0.282], [-0.429, 0.197, 0.324], [-0.687, -0.175, -0.387], [0.226, -0.703, -0.906], [0.085, -0.654, -0.553], [-0.345, 1.154, 0.421], [2.766, 0.800, 0.451], [0.401, -0.435, -0.344], [0.510, 1.739, -1.252], [0.248, 0.740, 0.358], [0.117, -0.137, -0.279], [-0.410, -1.103, 0.678], [0.331, -0.200, 0.525], [-0.003, 0.612, -0.318], [-0.051, -0.187, 0.165], [-0.507, 0.386, 0.015], [0.185, -0.130, 0.073], [-0.122, -0.004, 0.261], [0.079, -0.288, -0.187], [-0.825, -0.765, 0.049], [-0.288, 0.047, 0.453], [0.208, -0.117, -1.141], [-0.618, 0.615, 1.108], [0.060, -0.259, -0.346], [0.452, 0.167, 0.062], [-0.139, -1.778, 1.044], [-0.309, 2.216, -0.107], [0.412, -0.062, -1.056], [0.025, 0.063, 0.060], [-0.201, -0.126, 0.320], [-0.130, -0.221, -0.433], [0.677, 0.313, -0.050], [-0.061, -0.180, 0.430], [-0.164, -0.090, -0.288], [0.019, -0.142, -0.371], [0.043, 0.685, 0.175], [0.007, 0.294, 0.455], [-0.817, -0.636, 0.344], [0.266, -0.423, -0.039], [-0.069, 0.519, -0.685], [-0.092, -0.531, 0.108], [-0.603, 0.453, 0.250], [-0.493, -0.200, -0.504], [-0.259, -0.271, -0.198], [0.173, 0.202, -0.325], [-0.105, -0.652, 0.593], [0.175, 0.118, 0.047], [-0.174, 0.195, 0.279], [0.414, 0.153, -0.022], [0.218, 0.095, -0.153], [0.164, -0.301, 0.391], [0.038, 0.682, 0.513], [-0.729, 0.141, 0.070], [-0.592, -0.437, 0.840], [0.047, 0.579, -0.917], [-0.063, 0.100, 0.046], [0.122, 0.308, 0.556], [0.884, 0.092, -0.023], [-0.136, -0.149, 0.615], [0.188, -0.012, -0.035], [-0.087, 0.008, -0.227], [0.276, 0.177, 0.212], [0.268, 0.007, 0.418], [0.093, -0.044, -0.285], [-0.021, 0.022, -0.346], [0.236, -0.049, -0.213], [-0.497, -0.332, -0.339], [0.545, -0.586, 0.152], [0.085, 0.130, 0.357], [-0.301, 0.207, 0.316], [-0.464, -0.060, -0.339], [0.077, 0.066, 0.114], [-0.218, 0.029, -0.403], [0.192, -0.117, 0.051]], "total_charge": 2, "spin_multiplicity": 8, "lumo_ev": [-6.938, -8.100], "e_homo_ev": [-13.2, -13.2], "s_squared": 15.81, "e_tot_ha": -6267.5863, "gap_ev": [6.25, 5.09], "de_lowest_kj_mol": 0.0}